# 1
12
Properties=species:S:1:pos:R:3:forces:R:3 method="wB97M-V/def2-TZVPD" e_tot_ha=-306.40411 multiplicity=1 orbital_gap_ev=11.03 relative_energy_kj_mol=268.29 largest_force_ha_per_bohr=0.0227 e_lumo_ev=1.088
O 1.492 -0.612 -1.001 -0.078 0.066 -0.628
C 0.217 -0.816 -0.450 -0.090 -0.139 -0.088
C 0.220 -0.359 1.032 0.162 -0.046 0.001
C -0.723 0.787 0.632 -0.077 0.044 0.269
O -0.061 1.515 -0.404 0.082 0.122 -0.063
C -0.774 0.326 -0.757 -0.147 -0.139 -0.348
H 1.595 0.356 -0.989 0.178 -0.293 -0.065
H -0.105 -1.833 -0.684 -0.068 0.210 0.112
H -0.147 -1.020 1.824 0.068 0.005 -0.364
H 1.277 -0.105 1.139 -0.296 0.423 1.044
H -1.473 1.334 1.197 0.232 -0.191 -0.012
H -1.518 0.427 -1.540 0.035 -0.062 0.143

***

# 2
33
Properties=species:S:1:pos:R:3:forces:R:3 method="wB97M-V/def2-TZVPD" s2=0.7674 e_tot_ha=-729.78653 multiplicity=2 orbital_gap_ev="9.11 / 5.77" relative_energy_kj_mol=182.94 largest_force_ha_per_bohr=0.0635 charge=+1 e_lumo_ev="-4.994 / -8.337"
C -1.830 2.791 -0.732 -0.127 1.709 0.587
C -0.694 1.889 -0.969 0.218 -0.030 1.912
C -0.795 0.708 -1.720 -2.571 -0.638 -1.910
C 0.080 -0.319 -1.695 2.272 -0.905 1.125
C 1.204 -0.234 -0.739 -1.472 0.445 -2.347
C 1.220 0.863 0.096 1.166 1.407 1.012
C 0.433 1.979 -0.075 -0.617 -0.936 0.583
H -2.031 2.909 0.375 -0.114 -0.830 -0.981
H -1.636 3.854 -0.890 1.007 0.252 -0.306
H -2.722 2.737 -1.345 -0.226 -1.046 0.116
H -1.731 0.598 -2.327 1.091 0.177 0.260
H 0.152 -1.186 -2.370 -0.863 0.469 0.259
H 2.093 -0.839 -0.854 -0.441 -0.217 0.120
H 2.014 0.865 0.830 -0.135 0.249 0.231
H 0.473 2.776 0.667 0.226 0.068 -0.463
H 2.181 -0.266 3.231 -0.216 -0.294 -0.787
H 1.077 -0.012 4.105 -0.787 0.095 -0.150
O 1.210 -0.193 3.161 0.975 0.130 0.949
H 0.015 -3.455 2.030 0.014 -0.255 -0.820
H -0.062 -2.118 2.582 0.076 0.630 -0.423
O -0.053 -2.543 1.706 -0.085 -0.078 1.283
H -1.526 -2.820 -1.163 -0.049 -0.396 -0.324
H -1.782 -2.919 0.284 0.099 -0.507 0.219
O -1.655 -3.494 -0.485 -0.080 0.811 0.003
H 2.960 -1.943 0.233 0.263 -0.279 0.029
H 1.769 -2.045 1.239 0.886 -0.602 -0.129
O 2.729 -2.264 1.105 -0.912 0.558 0.363
H -3.002 0.633 0.051 -0.495 0.022 0.643
H -2.295 0.045 1.227 -0.164 -0.058 0.416
O -3.052 0.611 1.027 0.607 -0.180 -0.940
H 1.501 0.426 -3.065 0.232 0.065 -0.603
H 1.606 1.841 -2.585 0.233 0.244 -0.135
O 2.148 1.125 -2.935 -0.013 -0.081 0.207

***

# 3
31
Properties=species:S:1:pos:R:3:forces:R:3 method="wB97M-V/def2-TZVPD" e_tot_ha=-10748.10269 multiplicity=1 orbital_gap_ev=4.96 relative_energy_kj_mol=83.91 largest_force_ha_per_bohr=0.0734 charge=-2 e_lumo_ev=4.415
Yb 1.439 -1.671 0.214 -0.402 0.424 -1.116
Se -0.097 -0.913 2.375 -1.421 0.053 1.059
Se 1.807 -0.510 3.622 -0.005 0.536 0.411
Te 3.112 -2.421 2.788 1.133 -0.538 -0.302
Se 4.089 -1.545 0.591 1.135 -0.032 0.750
N -0.505 -0.699 -1.090 -1.271 1.472 0.782
C -1.085 0.478 -0.469 -0.873 -0.842 -1.355
C -2.443 0.809 -0.581 0.404 0.116 0.421
C -2.912 2.019 -0.014 2.705 0.915 0.615
C -1.976 2.933 0.546 -1.092 -2.190 -1.375
C -0.593 2.622 0.603 -1.572 0.317 0.354
C 0.319 3.529 1.210 -0.329 -0.900 -0.239
C 1.598 3.083 1.315 0.897 2.208 0.391
C 1.960 1.834 0.773 1.616 -0.683 0.037
N 1.127 0.985 0.253 0.176 -0.036 -0.422
C -0.176 1.359 0.157 0.111 0.537 -0.050
H -1.231 -1.349 -1.390 0.178 0.015 -0.124
H 0.034 -0.394 -1.910 0.162 -0.443 0.181
H -3.182 0.179 -1.107 0.770 0.088 0.321
H -3.939 2.290 -0.065 -0.683 0.111 -0.036
H -2.319 3.873 0.881 -0.287 0.924 0.472
H -0.095 4.480 1.564 0.547 -0.301 -0.042
H 2.378 3.786 1.721 -0.710 -1.097 -0.329
H 3.033 1.515 0.770 -1.034 0.244 0.203
S -1.210 -3.345 -2.796 -2.869 1.221 -1.575
Sb 1.004 -3.300 -3.166 3.716 -0.651 0.023
S 1.105 -4.147 -0.762 -0.433 -0.688 -1.020
S 2.145 -1.329 -2.647 -0.180 0.561 -0.386
F -0.900 -5.739 -1.648 -0.597 -1.930 -0.119
B -0.818 -4.442 -1.316 1.997 0.540 -0.276
F -1.670 -3.971 -0.424 -1.790 0.050 2.749